Record 1
{"formula": "C43H39AsHgIN5O7PS", "method": "ωB97M-V/def2-TZVPD", "total_energy_ev": -160239.6103, "orbital_gap_ev": [4.319, 6.504], "max_force_ev_per_a": 1.2, "lumo_energy_ev": [3.83, 3.83], "multiplicity": 2, "total_charge": -2, "e_above_lowest_ev": 0.000, "elements": ["Hg", "I", "C", "C", "C", "C", "C", "C", "C", "C", "C", "C", "H", "H", "H", "H", "H", "H", "O", "N", "O", "C", "C", "C", "C", "O", "C", "C", "N", "O", "O", "N", "O", "O", "H", "H", "C", "P", "C", "C", "C", "C", "C", "C", "C", "C", "C", "C", "C", "C", "H", "H", "H", "H", "H", "H", "H", "H", "H", "H", "H", "H", "H", "C", "C", "C", "C", "N", "C", "S", "N", "H", "H", "H", "H", "H", "C", "As", "C", "C", "C", "C", "C", "C", "C", "C", "H", "H", "H", "H", "H", "H", "H", "H", "H", "H", "H", "H", "H"], "positions_angstrom": [[1.02352, -1.68402, -0.84680], [1.86200, -4.88160, -0.85686], [3.72965, -4.10519, -0.29953], [4.75335, -5.01430, -0.30643], [6.04036, -4.66181, 0.14397], [6.25698, -3.40957, 0.62972], [5.21711, -2.44789, 0.65073], [5.47974, -1.16999, 1.20083], [4.50288, -0.22316, 1.23592], [3.23929, -0.50784, 0.68163], [2.92216, -1.72316, 0.12084], [3.91783, -2.75216, 0.13624], [4.56611, -6.02397, -0.64526], [6.83561, -5.39710, 0.11990], [7.22945, -3.12160, 1.01442], [6.47077, -0.97242, 1.59523], [4.69074, 0.75329, 1.66881], [2.49209, 0.28085, 0.69206], [-6.02157, -1.74372, -4.43139], [-4.86407, -1.48581, -4.74904], [-4.59294, -0.70786, -5.65343], [-3.78594, -1.96365, -3.91009], [-4.09357, -2.78395, -2.85624], [-3.06695, -3.18783, -1.99706], [-1.70366, -2.72726, -2.12788], [-0.85462, -2.92115, -1.22753], [-1.42624, -2.00096, -3.37727], [-2.47091, -1.58029, -4.19886], [-0.13796, -1.69199, -3.79990], [0.91030, -2.10582, -3.15650], [0.01337, -1.05200, -4.87239], [-3.46782, -4.03552, -0.90744], [-4.65646, -4.37880, -0.85106], [-2.66599, -4.37091, -0.04716], [-5.10589, -3.09557, -2.66781], [-2.24002, -0.97536, -5.05809], [-1.53117, -2.29912, 2.28171], [-0.12182, -1.13248, 2.23182], [-0.69959, 0.27521, 3.24809], [-1.93353, 0.32898, 3.89134], [-2.30291, 1.44890, 4.62732], [-1.44310, 2.53198, 4.73228], [-0.21843, 2.50001, 4.07687], [0.14078, 1.38804, 3.33233], [1.04549, -1.95587, 3.38890], [1.44714, -1.46036, 4.62628], [2.42761, -2.11032, 5.36772], [3.02043, -3.26712, 4.88555], [2.62394, -3.77555, 3.65405], [1.65160, -3.12334, 2.91504], [-2.33832, -1.89504, 1.66803], [-1.88138, -2.52499, 3.29060], [-1.21983, -3.21997, 1.78737], [-2.61658, -0.50722, 3.81949], [-3.26983, 1.47386, 5.11617], [-1.73523, 3.40812, 5.29848], [0.44580, 3.35453, 4.12014], [1.08243, 1.38439, 2.79131], [0.99756, -0.55560, 5.01752], [2.73006, -1.70376, 6.32614], [3.79319, -3.76542, 5.45868], [3.08797, -4.66913, 3.25335], [1.37545, -3.51402, 1.94116], [-3.70776, 2.64392, -3.92192], [-3.36445, 1.68366, -2.82052], [-4.32202, 0.87603, -2.22358], [-3.86677, 0.01446, -1.23999], [-2.59772, -0.06203, -0.87262], [-1.73541, 0.75003, -1.51502], [-0.04947, 0.67595, -1.09730], [-2.08507, 1.63071, -2.46564], [-4.77347, 2.62720, -4.15061], [-3.14694, 2.37771, -4.81859], [-3.41289, 3.65303, -3.63124], [-5.35987, 0.89639, -2.52691], [-4.55396, -0.65513, -0.72900], [3.34461, 4.77913, -0.47062], [2.08842, 3.24316, -0.50489], [3.00640, 2.30633, -1.95988], [0.71055, 4.13337, -1.62056], [-0.64222, 4.41208, -1.01233], [-1.11500, 3.77092, 0.12604], [-2.40695, 3.99347, 0.58575], [-3.24288, 4.88394, -0.06985], [-2.77345, 5.55522, -1.19182], [-1.48955, 5.31561, -1.65502], [3.50143, 5.18702, -1.47133], [4.30370, 4.44656, -0.06957], [2.95306, 5.56378, 0.17891], [3.19304, 2.98827, -2.79152], [2.38140, 1.47990, -2.29382], [3.95523, 1.91487, -1.59052], [0.56756, 3.48797, -2.49127], [1.14472, 5.07485, -1.96903], [-0.49223, 3.04314, 0.62571], [-2.75876, 3.44838, 1.45253], [-4.25474, 5.04638, 0.28207], [-3.41682, 6.25002, -1.71994], [-1.13818, 5.81909, -2.55015]], "atomic_forces_ev_per_a": [[-0.0881, 0.1837, -0.2608], [0.0249, 0.0290, -0.0015], [0.0080, -0.0181, 0.0108], [0.0046, 0.0048, 0.0136], [-0.0046, -0.0054, -0.0020], [-0.0026, 0.0033, 0.0029], [0.0091, 0.0037, 0.0121], [0.0095, -0.0085, -0.0069], [-0.0156, -0.0039, 0.0072], [-0.0041, 0.0412, -0.0211], [0.0119, -0.0703, 0.0534], [-0.0054, 0.0200, 0.0520], [-0.0021, -0.0013, -0.0004], [0.0011, 0.0006, 0.0054], [0.0007, -0.0025, -0.0012], [-0.0007, -0.0007, 0.0014], [0.0039, 0.0002, -0.0043], [-0.0113, 0.0109, -0.0003], [-0.0457, -0.3631, -0.2413], [-0.0307, 0.9717, 0.7848], [0.0476, -0.2825, -0.3022], [0.0537, -0.3051, -0.1880], [0.0313, -0.0696, -0.0775], [-0.0148, -0.1397, -0.0461], [0.0211, 0.0930, 0.0462], [-0.0119, -0.1152, 0.0506], [0.0390, 0.0026, -0.0336], [-0.0043, -0.0348, -0.0328], [-0.0371, 0.0502, 0.0508], [-0.0772, -0.1061, -0.0406], [-0.0084, -0.0259, 0.0194], [-0.0937, 0.3894, 0.2283], [0.0197, -0.0994, -0.0618], [0.0498, -0.1731, -0.1127], [-0.0033, -0.0030, 0.0006], [-0.0019, 0.0101, 0.0032], [-0.0090, -0.0127, -0.0341], [-0.0060, -0.0478, -0.0198], [-0.0384, 0.0214, 0.0015], [0.0417, -0.0012, 0.0363], [-0.0064, -0.0056, -0.0075], [-0.0244, 0.0165, -0.0362], [-0.0056, 0.0218, -0.0366], [0.0272, 0.0049, -0.0509], [-0.0198, -0.0183, 0.0128], [-0.0102, -0.0059, 0.0292], [-0.0022, 0.0025, -0.0014], [-0.0051, -0.0090, -0.0085], [0.0043, -0.0029, 0.0096], [0.0170, 0.0120, -0.0027], [0.0102, 0.0382, 0.0044], [0.0007, -0.0164, -0.0039], [-0.0051, 0.0010, -0.0023], [-0.0027, 0.0003, -0.0097], [0.0016, 0.0019, -0.0001], [0.0014, -0.0024, 0.0083], [0.0063, -0.0024, 0.0095], [-0.0225, -0.0068, -0.0036], [0.0059, -0.0078, -0.0036], [0.0015, -0.0014, 0.0006], [0.0001, -0.0016, 0.0009], [0.0023, -0.0001, -0.0003], [-0.0057, 0.0039, 0.0001], [-0.0133, 0.0146, 0.0171], [-0.0252, 0.0127, -0.0371], [0.0006, 0.0166, 0.0315], [-0.0386, 0.0445, 0.0035], [0.0205, 0.0473, 0.0952], [-0.0659, -0.2114, -0.0911], [0.2571, 0.2408, 0.0202], [0.0422, -0.0023, 0.0878], [0.0092, -0.0126, -0.0067], [-0.0111, -0.0162, 0.0033], [0.0191, 0.0273, 0.0167], [-0.0042, -0.0109, -0.0147], [-0.0048, -0.0076, -0.0077], [-0.0107, -0.0037, 0.0413], [-0.0289, 0.0727, 0.0420], [-0.0079, 0.0241, 0.0199], [0.0169, -0.0065, -0.0226], [0.0532, 0.0590, 0.0079], [-0.0579, -0.0884, -0.0291], [0.0338, 0.0244, 0.0030], [-0.0188, 0.0070, 0.0122], [-0.0125, -0.0189, -0.0153], [0.0138, 0.0253, 0.0074], [-0.0040, -0.0108, -0.0061], [-0.0011, 0.0088, 0.0041], [-0.0038, -0.0008, -0.0055], [-0.0014, -0.0094, -0.0103], [-0.0053, -0.0076, -0.0186], [-0.0059, -0.0061, 0.0011], [-0.0235, -0.0712, 0.0526], [0.0004, -0.0283, -0.0846], [0.0531, -0.0646, 0.0390], [-0.0108, -0.0143, 0.0356], [0.0051, 0.0001, -0.0013], [0.0041, -0.0018, 0.0034], [-0.0026, -0.0003, 0.0065]], "lowdin_charge": [0.89, 0.99, -0.63, -0.20, -0.11, -0.06, -0.18, -0.06, -0.09, -0.17, -0.25, -0.24, 0.07, 0.09, 0.10, 0.10, 0.10, 0.04, 0.01, -0.36, 0.03, -0.20, 0.03, -0.09, -0.29, -0.20, -0.11, 0.05, -0.38, -0.24, -0.07, -0.35, -0.02, 0.03, 0.11, 0.11, -0.27, 1.00, -0.38, -0.09, -0.10, -0.11, -0.10, -0.12, -0.36, -0.09, -0.11, -0.11, -0.09, -0.11, 0.04, 0.04, 0.03, 0.09, 0.09, 0.09, 0.10, 0.10, 0.09, 0.09, 0.09, 0.10, 0.05, -0.03, -0.34, -0.04, -0.15, 0.07, -0.79, 0.54, 0.11, 0.07, 0.08, 0.06, 0.10, 0.11, -0.37, 1.07, -0.35, -0.36, -0.30, -0.09, -0.08, -0.11, -0.12, -0.07, 0.01, 0.00, 0.00, 0.02, -0.01, 0.01, 0.07, 0.06, 0.04, 0.10, 0.09, 0.09, 0.11]}


Record 2
{"formula": "C43H40BrCl3N3O3ReS2SbSi", "method": "ωB97M-V/def2-TZVPD", "total_energy_ev": -201666.3019, "orbital_gap_ev": [3.490, 3.678], "max_force_ev_per_a": 1.6, "lumo_energy_ev": [-8.58, -8.39], "multiplicity": 2, "total_charge": 2, "elements": ["Re", "Br", "C", "C", "C", "C", "C", "C", "N", "C", "C", "C", "C", "C", "C", "N", "H", "H", "H", "H", "H", "H", "H", "H", "H", "Cl", "Si", "Cl", "Cl", "C", "C", "C", "C", "C", "C", "C", "Sb", "C", "C", "C", "C", "C", "C", "C", "C", "C", "C", "C", "C", "C", "C", "H", "H", "H", "H", "H", "H", "H", "H", "H", "H", "H", "H", "H", "H", "H", "H", "H", "H", "H", "H", "H", "C", "C", "C", "C", "C", "C", "C", "S", "O", "O", "O", "H", "H", "H", "H", "H", "H", "H", "S", "C", "C", "N", "C", "H", "H", "H"], "positions_angstrom": [[-2.79263, -0.98287, 1.15420], [-2.09609, 1.83566, 8.21700], [-2.39253, 1.41446, 6.41480], [-1.78066, 0.37314, 5.82792], [-2.06851, -0.00111, 4.41129], [-2.84494, 1.01950, 3.64643], [-3.50148, 2.03886, 4.33041], [-3.30754, 2.23654, 5.67862], [-2.94199, 0.86571, 2.26996], [-3.08624, 1.93896, 1.53902], [-3.14580, 1.78931, 0.11063], [-3.36287, 2.85045, -0.75923], [-3.37511, 2.61188, -2.12039], [-3.12501, 1.32247, -2.57386], [-2.91237, 0.31285, -1.65810], [-2.95298, 0.52438, -0.33004], [-1.10785, -0.27719, 6.36741], [-2.63931, -0.94212, 4.41291], [-4.20018, 2.67436, 3.80504], [-3.83598, 3.02481, 6.19359], [-3.08207, 2.92288, 1.98507], [-3.51153, 3.84063, -0.35533], [-3.54948, 3.41628, -2.82027], [-3.07728, 1.09246, -3.62853], [-2.69618, -0.69301, -1.98133], [-6.10611, -0.54465, 2.94077], [-5.06811, -1.32256, 1.38698], [-6.40890, -2.42859, 0.35280], [-2.52491, -2.68943, 2.74296], [-1.10363, -2.00811, -3.94433], [-0.70347, -0.67918, -4.52609], [-1.00146, -0.43771, -5.86722], [-0.61648, 0.73480, -6.48991], [0.08132, 1.69559, -5.77446], [0.37874, 1.47359, -4.44117], [-0.00954, 0.29620, -3.80201], [0.60527, -0.08372, -1.78208], [2.60010, -0.67755, -2.25252], [3.38932, 0.20284, -2.98365], [4.66714, -0.15673, -3.37782], [5.15810, -1.40831, -3.03805], [4.37445, -2.28435, -2.30705], [3.08803, -1.93614, -1.90330], [2.27137, -2.92122, -1.10800], [0.87905, 1.92128, -1.12375], [-0.07402, 2.85335, -1.53203], [-0.04969, 4.15922, -1.07109], [0.93705, 4.54129, -0.17578], [1.87595, 3.61502, 0.24757], [1.86241, 2.29914, -0.20548], [2.91089, 1.34760, 0.29251], [-2.06853, -2.33095, -4.33698], [-1.17149, -1.97434, -2.85436], [-0.37476, -2.78053, -4.20055], [-1.53576, -1.19177, -6.43139], [-0.85253, 0.89528, -7.53270], [0.39705, 2.61162, -6.25329], [0.92284, 2.23424, -3.89668], [3.01120, 1.18306, -3.25005], [5.27402, 0.53369, -3.94571], [6.15285, -1.70214, -3.34185], [4.76630, -3.25821, -2.04304], [2.89389, -3.73691, -0.74374], [1.47614, -3.35833, -1.71957], [1.80543, -2.43879, -0.24453], [-0.83624, 2.56029, -2.24549], [-0.77987, 4.87656, -1.42035], [0.98063, 5.55777, 0.18965], [2.64308, 3.91803, 0.94886], [3.34895, 1.71305, 1.21831], [3.71680, 1.22992, -0.43490], [2.51135, 0.34618, 0.47927], [5.37321, -1.99150, 4.11533], [4.02876, -1.47119, 3.71242], [3.08863, -2.32989, 3.13820], [1.84592, -1.86862, 2.75362], [1.55235, -0.52186, 2.93660], [2.45539, 0.35520, 3.51848], [3.69404, -0.13244, 3.89563], [-0.02512, 0.07358, 2.54507], [-0.09080, 1.49293, 2.43062], [-0.78923, -0.41780, 3.82078], [-0.52141, -0.70063, 1.38592], [5.27291, -2.90363, 4.70189], [5.92453, -1.26099, 4.70175], [5.96609, -2.23449, 3.23324], [3.33725, -3.37305, 2.99846], [1.11537, -2.53691, 2.32156], [2.19947, 1.39623, 3.65367], [4.41483, 0.53934, 4.34009], [-1.23555, -4.50772, -1.31978], [-2.82479, -4.16571, -1.84857], [-3.30395, -3.07459, -1.20960], [-2.42530, -2.51644, -0.30696], [-1.28837, -3.18328, -0.28612], [-3.32189, -4.77342, -2.58262], [-4.28190, -2.64415, -1.34111], [-0.46802, -2.90759, 0.35551]], "atomic_forces_ev_per_a": [[-0.8217, 0.0888, -0.4668], [0.0132, 0.0005, -0.0038], [-0.1328, 0.1163, 0.3498], [-0.2362, -0.1159, -0.2895], [1.1882, 0.8184, -0.2413], [0.0670, -0.2039, -0.6797], [-0.3026, -0.0427, -0.0957], [0.4321, -0.6013, -0.2187], [0.1192, -0.3875, 0.6999], [-0.0625, 0.4058, -0.9637], [0.0559, 0.1236, 0.8988], [-0.0593, 0.2170, -0.3955], [-0.1401, 0.2444, 0.2703], [-0.0497, -0.0870, 0.1252], [0.0734, 0.0270, 0.0131], [0.1342, -0.6583, 0.2100], [0.0665, -0.0315, 0.0198], [-0.3934, -0.2457, -0.0394], [0.0109, -0.0002, -0.0349], [-0.0196, 0.1140, 0.0435], [-0.0152, 0.1277, -0.0194], [-0.0216, 0.0784, -0.0118], [-0.0054, 0.0355, -0.0037], [0.0164, -0.0054, -0.0515], [-0.0460, -0.0057, 0.0065], [-0.1887, 0.1586, 0.2893], [0.9713, -0.0912, -0.5591], [-0.1576, -0.0557, 0.0292], [0.0580, -0.0596, 0.4921], [-0.0310, -0.0279, 0.0705], [0.0041, 0.0581, -0.0599], [-0.0578, -0.0053, 0.0460], [-0.0102, 0.0231, -0.0521], [-0.0139, 0.0724, -0.0187], [-0.0477, 0.0110, -0.0701], [0.1920, 0.0698, 0.0901], [-0.2288, -0.5154, 0.1741], [-0.1673, 0.2358, -0.1568], [0.1199, -0.0574, -0.0443], [0.0506, 0.0228, 0.0045], [0.0282, 0.0322, -0.0273], [-0.0083, -0.0185, 0.0508], [0.0769, 0.0051, 0.0362], [-0.0352, -0.0426, 0.0177], [-0.0185, 0.0255, -0.1471], [0.0501, -0.0151, -0.0297], [0.0057, -0.0066, 0.0617], [0.0060, 0.0179, 0.0304], [-0.0143, 0.0507, 0.0455], [-0.0404, 0.0618, -0.0431], [0.1012, -0.1017, -0.0518], [-0.0117, -0.0219, -0.0306], [0.0358, -0.0161, -0.0452], [0.0315, -0.0128, 0.0177], [-0.0252, -0.0361, -0.0280], [-0.0041, 0.0045, -0.0309], [0.0156, 0.0425, -0.0313], [0.0342, 0.0136, 0.0197], [-0.0183, 0.0116, -0.0129], [0.0410, 0.0275, -0.0313], [0.0386, -0.0123, -0.0146], [0.0198, -0.0459, 0.0090], [0.0240, -0.0306, -0.0098], [0.0060, 0.0233, 0.0119], [-0.0042, -0.0035, 0.0046], [0.1592, 0.0371, 0.0209], [-0.0480, 0.0586, -0.0241], [0.0098, 0.0467, 0.0020], [0.0371, 0.0270, 0.0305], [0.0392, 0.0157, 0.0535], [-0.0192, -0.0030, 0.0103], [0.0063, 0.0254, -0.0235], [0.0334, -0.0013, 0.0291], [0.0117, -0.0131, -0.0085], [-0.0835, 0.0337, -0.0420], [0.0740, -0.0413, -0.0459], [-0.1341, 0.0568, 0.1363], [0.0689, -0.0240, -0.0049], [-0.0401, 0.0862, 0.0038], [0.2949, -0.2684, -1.5027], [-0.1063, 0.0855, 0.2879], [-0.8880, -0.1571, 0.9810], [-0.0725, 0.2541, 0.8289], [0.0102, -0.0297, 0.0144], [0.0198, 0.0130, 0.0140], [0.0166, -0.0095, -0.0370], [0.0029, -0.0454, -0.0051], [-0.0556, -0.0365, -0.0011], [-0.0109, 0.0562, 0.0045], [0.0331, 0.0308, 0.0230], [-0.0624, -0.0306, -0.0352], [-0.0129, 0.0469, 0.0435], [-0.0242, -0.1580, -0.0571], [0.0592, 0.0421, 0.1921], [0.0238, 0.1140, 0.0437], [-0.0362, -0.0449, -0.0645], [-0.0244, 0.0122, 0.0023], [0.0202, 0.0167, 0.0021]], "lowdin_charge": [0.82, 0.88, -0.66, 0.02, -0.23, -0.14, 0.02, 0.02, -0.07, -0.02, -0.24, 0.02, -0.02, 0.00, -0.11, -0.05, 0.14, 0.11, 0.13, 0.13, 0.15, 0.13, 0.13, 0.13, 0.08, 0.29, -0.26, 0.32, 0.14, -0.09, -0.32, -0.05, -0.07, -0.07, -0.13, -0.33, 1.57, -0.34, -0.13, -0.07, -0.06, -0.04, -0.31, -0.08, -0.33, -0.16, -0.09, -0.07, -0.04, -0.30, -0.05, 0.09, -0.01, 0.10, 0.12, 0.11, 0.11, 0.09, 0.10, 0.11, 0.11, 0.11, 0.08, 0.05, 0.03, 0.07, 0.10, 0.11, 0.12, 0.08, 0.09, 0.06, -0.03, -0.23, 0.00, -0.04, -0.30, -0.05, 0.00, 0.66, -0.21, -0.23, -0.47, 0.09, 0.09, 0.10, 0.13, 0.11, 0.13, 0.13, 1.11, -0.34, -0.25, -0.23, -0.50, 0.09, 0.07, 0.05]}